Formula: C39H82N2O7Si2
Source: the OMol25 dataset
Level of theory: ωB97M-V/def2-TZVPD

Geometry as ORCA input:
```
! RIJCOSX wB97M-V def2-TZVPD def2/J DEFGRID3
* xyz 0 3
C -7.76 4.63 -0.16
C -6.57 5.55 -0.53
C -5.48 5.49 0.51
O -5.56 5.98 1.61
O -4.38 4.80 0.09
C -3.13 5.39 0.50
C -2.02 4.61 -0.21
Si -2.02 2.82 0.38
O -1.13 2.85 1.76
C -1.22 1.68 2.58
C 0.11 0.91 2.67
C 1.07 1.24 1.54
C -0.06 -0.62 2.79
C -1.02 -1.25 1.76
C -0.47 -2.54 1.17
C -2.38 -1.55 2.42
O -1.31 1.76 -0.67
Si -1.76 1.72 -2.29
C -1.55 -0.06 -2.83
C -2.18 -1.06 -1.82
C -0.60 2.92 -3.19
C 0.61 2.26 -3.87
C 1.83 2.10 -2.93
C 2.05 0.65 -2.47
C 3.09 2.57 -3.68
C -3.57 2.15 -2.62
O -4.44 1.16 -2.07
C -5.56 1.65 -1.36
H -7.52 3.91 0.62
H -8.07 4.06 -1.04
H -8.62 5.22 0.14
H -6.16 5.25 -1.49
H -6.92 6.57 -0.56
H -3.12 6.41 0.12
H -3.02 5.37 1.58
H -2.19 4.74 -1.27
H -1.05 5.04 0.08
H -3.37 2.38 0.77
H -1.48 2.02 3.59
H -2.05 1.06 2.23
H 0.59 1.24 3.59
H 2.03 0.75 1.73
H 1.28 2.30 1.48
H 0.71 0.86 0.58
H 0.93 -1.04 2.60
H -0.31 -0.90 3.81
H -1.21 -0.50 0.99
H 0.13 -3.07 1.91
H 0.17 -2.31 0.32
H -1.28 -3.18 0.81
H -3.12 -1.77 1.65
H -2.74 -0.71 3.01
H -2.29 -2.40 3.09
H -2.11 -0.14 -3.77
H -0.51 -0.30 -3.01
H -2.99 -1.63 -2.28
H -2.64 -0.53 -0.99
H -1.44 -1.74 -1.41
H -0.25 3.63 -2.45
H -1.21 3.47 -3.92
H 0.37 1.30 -4.34
H 0.92 2.91 -4.69
H 1.70 2.76 -2.07
H 1.65 -0.07 -3.18
H 1.64 0.45 -1.48
H 3.11 0.45 -2.41
H 3.04 3.64 -3.86
H 3.16 2.08 -4.65
H 3.99 2.35 -3.11
H -3.68 2.11 -3.71
H -3.87 3.16 -2.33
H -5.34 1.66 -0.29
H -6.37 0.95 -1.51
H -5.86 2.64 -1.70
C 7.87 4.76 -0.24
C 7.24 3.35 -0.32
C 7.88 2.41 0.71
C 9.27 1.92 0.33
C 9.27 1.34 -1.08
C 8.72 2.31 -2.12
N 7.37 2.80 -1.71
O 6.47 1.90 -1.93
C 9.70 3.48 -2.32
C 8.62 1.62 -3.48
C 5.76 3.51 0.02
H 7.90 5.24 -1.22
H 7.27 5.41 0.40
H 8.87 4.75 0.18
H 7.23 1.54 0.85
H 7.92 2.93 1.67
H 10.01 2.72 0.41
H 9.59 1.15 1.04
H 10.29 1.05 -1.37
H 8.67 0.42 -1.09
H 9.29 4.22 -3.00
H 10.63 3.10 -2.75
H 9.98 3.98 -1.40
H 8.02 0.72 -3.44
H 9.61 1.35 -3.82
H 8.18 2.29 -4.22
H 5.25 4.13 -0.72
H 5.67 3.99 0.99
H 5.24 2.55 0.08
C -4.13 -7.22 4.41
C -4.46 -6.49 3.09
C -5.47 -7.30 2.27
C -4.87 -8.52 1.56
C -3.63 -8.13 0.76
C -2.59 -7.40 1.61
N -3.21 -6.24 2.31
O -3.37 -5.25 1.49
C -1.96 -8.38 2.61
C -1.45 -6.91 0.73
C -5.10 -5.16 3.47
H -3.10 -7.04 4.71
H -4.76 -6.85 5.22
H -4.30 -8.29 4.36
H -5.92 -6.65 1.51
H -6.28 -7.62 2.93
H -4.63 -9.30 2.28
H -5.62 -8.94 0.89
H -3.18 -9.01 0.31
H -3.94 -7.48 -0.07
H -1.26 -7.86 3.27
H -1.39 -9.14 2.07
H -2.68 -8.92 3.22
H -1.79 -6.28 -0.09
H -0.94 -7.77 0.29
H -0.72 -6.35 1.31
H -4.40 -4.52 4.01
H -5.96 -5.35 4.11
H -5.46 -4.61 2.60
*
```

Values from the calculation:
**LUMO energy (alpha / beta)**: 0.029 / 0.013 hartree
**Orbital gap (alpha / beta)**: 9.15 / 9.41 eV

Mulliken atomic charge list, values in e, 4 entries:
1 C -1.2147
2 C -0.1613
3 C 0.3637
4 O -0.5808



Formula: C39H85N7O30
Source: the OMol25 dataset
Level of theory: ωB97M-V/def2-TZVPD

Geometry as ORCA input:
```
! RIJCOSX wB97M-V def2-TZVPD def2/J DEFGRID3
* xyz 1 2
C 3.29 -4.44 0.34
N 3.09 -5.75 0.97
O 2.83 -6.76 0.29
O 2.97 -5.79 2.19
H 2.41 -3.80 0.42
H 3.51 -4.65 -0.71
H 4.20 -4.12 0.84
C 2.27 -0.57 -3.21
N 1.10 -0.19 -4.08
O 1.21 0.72 -4.91
O 0.03 -0.76 -3.93
H 2.21 -1.64 -3.00
H 2.31 0.10 -2.35
H 3.19 -0.37 -3.76
C -5.18 -3.69 -2.14
N -4.17 -4.54 -2.80
O -3.11 -4.69 -2.21
O -4.48 -5.05 -3.89
H -4.80 -3.02 -1.36
H -6.07 -4.29 -1.95
H -5.50 -3.08 -2.98
C 4.36 3.27 -1.91
N 4.33 2.65 -0.59
O 4.89 3.19 0.32
O 3.70 1.60 -0.40
H 3.54 3.98 -1.95
H 4.23 2.54 -2.71
H 5.36 3.69 -2.08
C -2.68 0.06 -4.27
N -3.54 -1.07 -3.94
O -2.92 -2.13 -3.87
O -4.75 -0.89 -3.71
H -2.20 -0.16 -5.23
H -1.98 0.08 -3.44
H -3.32 0.94 -4.32
C 4.87 0.22 2.22
N 4.44 -1.20 1.94
O 4.88 -1.77 0.96
O 3.67 -1.66 2.69
H 3.99 0.87 2.23
H 5.47 0.51 1.36
H 5.49 0.34 3.11
C 1.93 -1.80 5.64
N 2.94 -0.73 5.67
O 2.86 0.26 4.97
O 3.88 -0.78 6.50
H 1.19 -1.45 4.93
H 1.54 -1.90 6.66
H 2.36 -2.71 5.22
O 2.39 4.48 0.92
C 1.73 5.41 0.47
O 0.43 5.71 0.78
C -0.26 4.95 1.80
C -1.65 5.55 1.86
C 2.26 6.25 -0.65
H 0.25 5.09 2.76
H -0.16 3.88 1.61
H -1.67 6.62 2.04
H -2.19 5.16 2.72
H -2.32 5.26 1.04
H 1.92 7.28 -0.77
H 1.98 5.70 -1.55
H 3.34 6.19 -0.51
O 2.01 -4.32 -3.08
C 1.30 -4.28 -4.11
O 1.81 -4.08 -5.36
C 3.18 -3.88 -5.64
C 3.51 -4.40 -7.00
C -0.22 -4.46 -4.15
H 3.85 -4.32 -4.90
H 3.40 -2.82 -5.62
H 4.59 -4.27 -7.05
H 3.00 -3.79 -7.75
H 3.32 -5.46 -7.16
H -0.71 -3.60 -4.62
H -0.59 -4.63 -3.13
H -0.49 -5.35 -4.71
O -1.06 2.77 -3.12
C -0.32 3.41 -2.44
O -0.24 4.74 -2.22
C -1.06 5.67 -2.94
C -1.13 6.95 -2.21
C 0.63 2.76 -1.53
H -2.09 5.33 -3.07
H -0.76 5.83 -3.97
H -1.77 7.69 -2.70
H -0.15 7.43 -2.16
H -1.44 6.83 -1.18
H 0.67 1.72 -1.85
H 0.30 2.82 -0.49
H 1.63 3.17 -1.69
O -3.58 -7.00 2.30
C -3.90 -6.11 1.55
O -4.76 -6.05 0.54
C -5.50 -7.19 0.02
C -4.54 -8.20 -0.77
C -3.15 -4.82 1.63
H -6.30 -6.97 -0.69
H -6.02 -7.61 0.88
H -3.99 -7.75 -1.59
H -5.04 -9.11 -1.10
H -3.80 -8.47 -0.02
H -3.87 -4.04 1.41
H -2.26 -4.85 1.01
H -2.73 -4.56 2.60
O -5.65 1.40 -0.93
C -4.49 1.82 -0.83
O -4.07 3.09 -0.78
C -4.97 4.21 -0.88
C -5.37 4.52 -2.29
C -3.35 0.83 -0.81
H -4.48 5.04 -0.38
H -5.86 3.98 -0.29
H -5.79 3.66 -2.82
H -4.54 4.87 -2.89
H -6.24 5.18 -2.21
H -3.09 0.64 0.23
H -2.47 1.19 -1.34
H -3.81 -0.07 -1.21
O 7.16 1.79 4.71
C 6.25 1.89 5.57
O 5.07 2.43 5.37
C 4.90 3.18 4.23
C 3.54 3.87 4.21
C 6.39 1.31 6.93
H 4.99 2.58 3.32
H 5.71 3.91 4.17
H 3.34 4.39 3.28
H 3.39 4.54 5.06
H 2.84 3.03 4.21
H 7.40 0.89 7.00
H 5.64 0.53 7.08
H 6.22 2.01 7.74
O -1.81 -0.73 5.10
C -2.10 -0.79 3.90
O -2.50 0.22 3.20
C -2.57 1.56 3.70
C -3.37 2.37 2.69
C -2.17 -2.02 3.12
H -1.57 2.00 3.73
H -2.83 1.67 4.75
H -4.33 1.90 2.48
H -2.73 2.46 1.82
H -3.64 3.34 3.11
H -3.10 -2.22 2.57
H -2.18 -2.84 3.85
H -1.27 -2.26 2.56
O 0.74 -2.62 -0.82
C -0.17 -1.98 -0.42
O -0.14 -0.87 0.30
C 1.09 -0.38 0.81
C 0.70 0.59 1.92
C -1.57 -2.31 -0.87
H 1.63 0.09 -0.02
H 1.68 -1.16 1.28
H -0.08 1.27 1.58
H 1.49 1.26 2.25
H 0.22 0.07 2.75
H -1.62 -3.36 -1.18
H -1.81 -1.65 -1.69
H -2.28 -2.16 -0.05
*
```

Values from the calculation:
**LUMO energy (alpha / beta)**: -0.155 / -0.342 hartree
**Orbital gap (alpha / beta)**: 6.96 / 1.86 eV

Mulliken atomic charge list, values in e, 4 entries:
1 C -0.0393
2 N 0.8838
3 O -0.5477
4 O -0.5709



Formula: C39H86IN6OP
Source: the OMol25 dataset
Level of theory: ωB97M-V/def2-TZVPD

Geometry as ORCA input:
```
! RIJCOSX wB97M-V def2-TZVPD def2/J DEFGRID3
* xyz 0 1
N 1.31 2.09 0.13
C 0.47 2.75 -0.88
C -0.71 1.85 -1.30
C -2.10 2.36 -0.86
P -3.03 1.01 -0.03
C -2.86 1.76 1.74
C -2.90 0.65 2.79
C -2.93 1.24 4.18
I -2.91 -0.20 5.75
C -3.33 0.09 -1.72
C -3.35 -1.43 -1.50
C -2.00 -2.11 -1.48
O -1.74 -2.99 -0.69
N -1.03 -1.68 -2.42
C -0.57 -2.72 -3.32
C 0.73 -3.19 -3.17
C 1.19 -4.19 -4.01
C 0.36 -4.72 -4.99
C -0.93 -4.23 -5.15
C -1.39 -3.23 -4.30
H 2.28 2.16 -0.11
H 1.19 2.52 1.04
H 1.08 2.95 -1.76
H 0.06 3.69 -0.50
H -0.53 0.85 -0.89
H -0.70 1.72 -2.38
H -2.01 3.22 -0.19
H -2.68 2.66 -1.73
H -2.34 -0.14 0.44
H -4.45 0.99 0.17
H -1.91 2.31 1.83
H -3.71 2.42 1.91
H -3.77 0.01 2.62
H -2.01 0.01 2.69
H -2.03 1.84 4.33
H -3.78 1.89 4.33
H -2.59 0.39 -2.47
H -4.31 0.39 -2.10
H -3.99 -1.91 -2.24
H -3.78 -1.63 -0.52
H -1.42 -0.93 -2.97
H 1.35 -2.78 -2.39
H 2.20 -4.57 -3.90
H 0.71 -5.51 -5.64
H -1.58 -4.63 -5.91
H -2.40 -2.85 -4.41
C -3.37 1.79 13.03
C -2.50 0.82 12.26
N -2.92 0.65 10.88
C -2.31 -0.49 10.22
C -0.79 -0.49 10.02
C -3.00 1.86 10.09
C -1.74 2.73 9.97
H -4.42 1.52 12.94
H -3.10 1.78 14.08
H -3.26 2.82 12.67
H -2.56 -0.16 12.74
H -1.45 1.13 12.35
H -2.79 -0.61 9.25
H -2.57 -1.39 10.80
H -0.48 0.21 9.25
H -0.46 -1.48 9.70
H -0.25 -0.25 10.94
H -3.80 2.48 10.51
H -3.35 1.59 9.09
H -1.26 2.90 10.94
H -2.01 3.71 9.57
H -1.00 2.30 9.30
C -3.59 4.64 5.29
C -2.59 4.86 4.17
N -2.92 5.97 3.30
C -2.17 5.97 2.06
C -0.65 6.14 2.13
C -3.07 7.26 3.96
C -1.90 7.78 4.79
H -4.61 4.57 4.89
H -3.36 3.71 5.81
H -3.57 5.45 6.03
H -2.58 3.96 3.54
H -1.58 4.94 4.61
H -2.59 6.75 1.41
H -2.39 5.02 1.56
H -0.35 7.16 2.38
H -0.21 5.91 1.15
H -0.19 5.46 2.85
H -3.95 7.19 4.62
H -3.34 7.99 3.20
H -1.49 7.02 5.46
H -2.23 8.61 5.42
H -1.08 8.16 4.17
C 2.89 0.04 -3.78
C 3.40 1.26 -4.55
N 4.41 2.00 -3.82
C 4.68 3.31 -4.38
C 5.28 3.39 -5.79
C 5.57 1.23 -3.40
C 6.37 0.49 -4.48
H 2.56 0.33 -2.78
H 2.04 -0.40 -4.30
H 3.65 -0.73 -3.68
H 2.56 1.94 -4.72
H 3.73 0.93 -5.54
H 5.33 3.84 -3.68
H 3.73 3.86 -4.38
H 6.32 3.09 -5.81
H 5.23 4.42 -6.15
H 4.73 2.77 -6.50
H 5.24 0.49 -2.66
H 6.23 1.90 -2.85
H 5.72 -0.07 -5.16
H 7.04 -0.23 -4.01
H 6.98 1.16 -5.08
C 2.44 -8.21 -5.93
C 2.00 -8.25 -7.38
N 2.84 -7.46 -8.26
C 2.26 -7.22 -9.57
C 2.03 -8.43 -10.48
C 4.26 -7.78 -8.23
C 4.67 -9.22 -8.55
H 2.55 -7.18 -5.59
H 1.70 -8.71 -5.30
H 3.40 -8.72 -5.77
H 0.99 -7.84 -7.45
H 1.92 -9.30 -7.70
H 2.89 -6.50 -10.09
H 1.30 -6.73 -9.41
H 2.97 -8.83 -10.89
H 1.41 -8.14 -11.33
H 1.51 -9.24 -9.97
H 4.64 -7.53 -7.23
H 4.77 -7.09 -8.91
H 4.06 -9.95 -8.01
H 5.71 -9.38 -8.25
H 4.60 -9.45 -9.61
*
```

Values from the calculation:
**SMILES string**: NCCC[PH2](CCCI)CCC(=O)Nc1ccccc1.CCN(CC)CC.CCN(CC)CC.CCN(CC)CC.CCN(CC)CC
**LUMO energy**: 0.021 hartree
**Energy above the lowest of the compared OMol25 structures with the same formula, charge and spin**: 0.000 eV
**Orbital gap**: 8.50 eV

Mulliken atomic charge list, values in e, 4 entries:
1 N -0.6084
2 C -0.1770
3 C -0.3961
4 C -0.2639



no.,electronic energy (Ha)
1,-2750.38497
2,-4176.48457
3,-2580.26412